CHO3PS in the gas phase in a non-equilibrium geometry. Source: OMol25; level of theory: ωB97M-V with the def2-TZVPD basis set.

Properties
charge = 0
lowest unoccupied orbital energy = -1.85 eV
orbital gap = 7.510 eV
E_HOMO = -9.36 eV

The geometry in XYZ format:
```
7
CHO3PS (ωB97M-V with the def2-TZVPD basis set)
O 0.30 1.09 0.81
C -0.10 0.55 -0.16
O 0.53 -0.34 -0.88
O 1.73 -0.90 -0.35
P -1.95 0.69 -0.48
S -2.40 -0.77 0.64
H 1.90 -0.32 0.43
```

---

2 unconnected molecules or ions with the total composition C9H13N5S in a non-equilibrium geometry. Source: OMol25; level of theory: ωB97M-V with the def2-TZVPD basis set.

Properties
charge = +2
⟨S²⟩ = 2.04
lowest unoccupied orbital energy (spin up / spin down) = -8.36 / -11.74 eV
spin multiplicity = 3
orbital gap (spin up / spin down) = 4.990 / 3.510 eV
E_HOMO (spin up / spin down) = -13.35 / -15.25 eV

The geometry in XYZ format:
```
28
C9H13N5S (ωB97M-V with the def2-TZVPD basis set)
C 0.19 -1.01 0.16
C -2.20 -0.21 0.31
C -0.28 1.24 0.17
C -1.19 -1.30 0.26
C 2.08 3.33 -1.30
C -3.12 -2.42 0.33
C 1.54 2.59 -0.42
C -0.52 3.75 0.11
C 2.90 -4.58 -0.10
N 0.63 0.21 0.18
N -1.74 -2.46 0.21
N -1.65 1.01 0.33
N 0.17 2.46 -0.05
N 2.03 -3.89 0.43
S -3.76 -0.65 0.29
H 3.08 3.37 -1.33
H 1.59 4.11 -1.94
H -3.28 -2.97 1.23
H -3.45 -3.05 -0.58
H 2.19 1.86 -0.03
H -1.23 3.92 -0.70
H -0.91 3.88 1.11
H 0.23 4.52 0.01
H 3.31 -5.52 0.38
H 1.81 -3.69 1.37
H 3.10 -4.38 -1.09
H -2.37 1.75 0.39
H 0.83 -1.86 0.29
```

---

C4H6O in the gas phase in a non-equilibrium geometry. Source: OMol25; level of theory: ωB97M-V with the def2-TZVPD basis set.

Properties
charge = 0
lowest unoccupied orbital energy = 1.13 eV
orbital gap = 10.745 eV
E_HOMO = -9.61 eV

The geometry in XYZ format:
```
11
C4H6O (ωB97M-V with the def2-TZVPD basis set)
C -0.46 -1.29 0.02
O -1.67 -0.57 -0.14
C -0.87 0.80 0.29
C 0.31 1.00 -0.60
C 0.41 -0.12 0.39
H -0.13 -1.81 -0.83
H -0.74 -2.13 0.80
H -1.12 1.51 1.07
H 0.99 1.81 -0.20
H 0.44 0.82 -1.67
H 1.06 -0.42 1.14
```

---

A molecular structure, C18H14F2IrN4OS2 in a non-equilibrium geometry. Source: OMol25; level of theory: ωB97M-V with the def2-TZVPD basis set.

Properties
charge = 0
⟨S²⟩ = 8.78
lowest unoccupied orbital energy (spin up / spin down) = 0.28 / -1.66 eV
spin multiplicity = 6
orbital gap (spin up / spin down) = 5.834 / 5.311 eV
E_HOMO (spin up / spin down) = -5.56 / -6.97 eV

The geometry in XYZ format:
```
42
C18H14F2IrN4OS2 (ωB97M-V with the def2-TZVPD basis set)
Ir 0.17 -0.12 0.17
N -2.79 -3.12 -0.80
C -3.69 -3.42 0.22
C -4.67 -4.39 0.02
C -5.58 -4.68 1.03
C -5.52 -4.01 2.24
C -4.54 -3.06 2.45
C -3.62 -2.76 1.45
S -2.32 -1.64 1.78
N -1.61 -1.39 0.30
C -1.88 -2.11 -0.82
C -1.18 -1.81 -2.01
C -1.44 -2.41 -3.26
C -0.66 -2.09 -4.34
C 0.39 -1.17 -4.20
C 0.56 -0.58 -2.97
N -0.19 -0.86 -1.91
H -2.83 -3.71 -1.62
H -4.73 -4.91 -0.92
H -6.34 -5.43 0.86
H -6.23 -4.24 3.02
H -4.47 -2.53 3.39
H -2.27 -3.09 -3.39
H -0.86 -2.55 -5.31
H 1.04 -0.92 -5.03
H 1.34 0.16 -2.81
O 1.63 1.57 -0.27
N 2.26 1.96 0.82
C 3.54 2.38 0.70
C 4.27 2.78 1.79
C 3.67 2.76 3.05
C 2.37 2.33 3.16
C 1.64 1.92 2.04
S 0.02 1.35 2.14
H 3.92 2.37 -0.31
H 5.28 3.12 1.65
H 4.22 3.06 3.93
H 1.86 2.28 4.11
F 2.04 -2.41 -0.24
C 1.60 -1.74 0.88
F 0.93 -2.66 1.65
H 2.49 -1.45 1.44
```

---

C6H7N in the gas phase in a non-equilibrium geometry. Source: OMol25; level of theory: ωB97M-V with the def2-TZVPD basis set.

Properties
charge = 0
lowest unoccupied orbital energy = 1.09 eV
orbital gap = 9.597 eV
E_HOMO = -8.50 eV

The geometry in XYZ format:
```
14
C6H7N (ωB97M-V with the def2-TZVPD basis set)
C -0.63 -1.83 -1.65
C -0.81 -0.48 -1.33
C -0.13 -0.01 -0.04
C -0.81 0.85 0.88
C 0.11 1.33 1.84
N 1.41 0.79 1.33
C 1.25 0.10 0.08
H -1.08 -2.26 -2.58
H -0.23 -2.53 -1.00
H -1.36 -0.02 -2.21
H -2.01 1.10 0.97
H 0.05 2.32 2.24
H 2.23 1.33 1.59
H 2.01 -0.69 -0.11
```

---

7 unconnected molecules or ions with the total composition C63H133N7O7 in a non-equilibrium geometry. Source: OMol25; level of theory: ωB97M-V with the def2-TZVPD basis set.

Properties
charge = 0
lowest unoccupied orbital energy = 0.33 eV
orbital gap = 8.350 eV
E_HOMO = -8.02 eV

The geometry in XYZ format:
```
210
C63H133N7O7 (ωB97M-V with the def2-TZVPD basis set)
C 13.81 -9.48 30.57
C 13.31 -9.75 31.99
C 14.47 -9.35 32.96
C 12.05 -8.84 32.13
C 11.18 -9.12 33.32
C 10.89 -10.62 33.24
C 12.02 -11.61 33.13
C 12.62 -11.94 34.52
C 11.40 -12.95 32.62
N 12.98 -11.15 32.12
O 14.08 -12.03 31.97
H 14.83 -9.85 30.45
H 13.32 -10.01 29.76
H 13.80 -8.42 30.29
H 14.39 -9.77 33.96
H 15.36 -9.79 32.51
H 14.68 -8.28 33.02
H 12.52 -7.85 32.19
H 11.49 -8.99 31.20
H 11.77 -8.96 34.23
H 10.21 -8.65 33.36
H 10.15 -10.81 32.45
H 10.31 -10.84 34.14
H 11.83 -12.28 35.18
H 13.22 -11.15 34.97
H 13.38 -12.72 34.36
H 10.92 -12.87 31.65
H 10.67 -13.29 33.36
H 12.21 -13.69 32.59
H 13.96 -12.32 31.06
C 10.90 -2.23 28.48
C 9.86 -3.22 27.89
C 8.82 -3.40 28.99
C 9.17 -2.54 26.70
C 9.83 -2.71 25.32
C 10.29 -4.12 25.08
C 11.02 -4.82 26.23
C 10.80 -6.33 25.99
C 12.51 -4.42 26.27
N 10.31 -4.54 27.47
O 10.74 -5.33 28.55
H 11.57 -2.77 29.16
H 11.60 -1.81 27.74
H 10.48 -1.38 29.00
H 8.37 -2.46 29.32
H 7.99 -3.98 28.56
H 9.15 -3.85 29.93
H 8.13 -2.88 26.76
H 9.11 -1.45 26.77
H 9.08 -2.41 24.58
H 10.70 -2.06 25.20
H 10.88 -4.16 24.15
H 9.43 -4.74 24.76
H 11.22 -6.76 25.08
H 9.74 -6.60 26.01
H 11.31 -6.91 26.75
H 13.03 -5.04 27.01
H 12.65 -3.38 26.54
H 12.94 -4.60 25.28
H 10.07 -6.01 28.67
C 4.59 -7.53 34.24
C 4.18 -6.97 32.88
C 2.75 -7.38 32.60
C 4.22 -5.41 33.08
C 5.58 -4.77 32.72
C 6.14 -5.28 31.42
C 6.30 -6.82 31.40
C 6.57 -7.20 29.95
C 7.58 -7.20 32.21
N 5.07 -7.46 31.86
O 5.01 -8.81 31.56
H 5.55 -7.14 34.58
H 3.83 -7.39 35.01
H 4.64 -8.63 34.20
H 2.35 -7.04 31.64
H 2.55 -8.45 32.74
H 2.04 -6.99 33.34
H 3.43 -4.92 32.51
H 4.08 -5.21 34.15
H 5.42 -3.69 32.67
H 6.30 -4.93 33.53
H 7.15 -4.85 31.33
H 5.55 -4.96 30.57
H 7.62 -7.09 29.65
H 5.93 -6.61 29.29
H 6.28 -8.22 29.69
H 7.39 -7.15 33.29
H 8.39 -6.53 31.93
H 7.90 -8.21 31.97
H 5.47 -9.28 32.28
C 4.96 -13.14 24.88
C 5.12 -12.81 23.40
C 6.57 -13.13 23.00
C 4.16 -13.70 22.56
C 4.13 -13.30 21.06
C 3.85 -11.80 20.91
C 4.81 -10.95 21.77
C 6.18 -10.89 21.04
C 4.29 -9.49 21.72
N 4.73 -11.41 23.14
O 5.34 -10.52 24.04
H 5.45 -12.43 25.54
H 3.90 -13.13 25.14
H 5.29 -14.13 25.20
H 7.02 -14.01 23.46
H 6.69 -13.36 21.95
H 7.16 -12.24 23.24
H 4.50 -14.74 22.57
H 3.17 -13.67 23.00
H 5.07 -13.61 20.59
H 3.34 -13.89 20.59
H 2.83 -11.54 21.23
H 3.84 -11.49 19.86
H 6.59 -11.83 20.68
H 6.93 -10.34 21.62
H 5.96 -10.28 20.17
H 4.87 -8.76 22.27
H 3.31 -9.45 22.19
H 4.16 -9.20 20.68
H 4.69 -10.40 24.74
C 5.12 -16.16 31.46
C 5.77 -16.81 30.25
C 4.66 -17.66 29.57
C 6.05 -15.75 29.14
C 7.43 -15.08 29.26
C 8.55 -16.09 29.52
C 8.29 -17.16 30.58
C 9.27 -18.31 30.45
C 8.47 -16.47 31.97
N 6.92 -17.67 30.47
O 6.61 -18.67 31.40
H 5.69 -15.34 31.91
H 4.19 -15.66 31.21
H 4.92 -16.91 32.23
H 5.04 -18.24 28.73
H 4.17 -18.32 30.29
H 3.90 -16.99 29.15
H 5.79 -16.05 28.13
H 5.43 -14.88 29.36
H 7.79 -14.47 28.43
H 7.43 -14.42 30.13
H 9.45 -15.55 29.83
H 8.84 -16.53 28.56
H 10.27 -17.88 30.33
H 9.18 -18.88 29.52
H 9.23 -19.01 31.28
H 7.91 -15.55 32.07
H 9.54 -16.29 32.12
H 8.22 -17.25 32.69
H 6.62 -19.50 30.91
C 15.40 -7.40 24.18
C 15.47 -7.78 22.69
C 14.93 -6.57 21.90
C 16.98 -7.89 22.39
C 17.36 -8.62 21.11
C 16.61 -9.93 21.05
C 15.11 -9.92 21.34
C 14.37 -9.50 20.03
C 14.69 -11.36 21.69
N 14.81 -9.07 22.51
O 13.42 -8.91 22.73
H 14.39 -7.28 24.58
H 15.91 -8.13 24.80
H 15.83 -6.41 24.37
H 14.76 -6.82 20.85
H 13.97 -6.25 22.31
H 15.61 -5.72 21.97
H 17.43 -6.90 22.46
H 17.47 -8.46 23.20
H 17.17 -7.95 20.27
H 18.43 -8.80 21.19
H 17.15 -10.75 21.52
H 16.76 -10.34 20.04
H 14.74 -10.14 19.23
H 14.59 -8.45 19.86
H 13.28 -9.56 20.04
H 14.57 -11.93 20.77
H 13.72 -11.38 22.20
H 15.36 -11.90 22.37
H 13.30 -9.46 23.51
C 12.56 -11.14 25.45
C 11.09 -10.76 25.65
C 10.66 -9.64 24.68
C 10.28 -12.03 25.38
C 8.82 -11.90 25.81
C 8.82 -11.65 27.31
C 9.55 -10.39 27.77
C 8.70 -9.15 27.41
C 9.77 -10.44 29.28
N 10.87 -10.40 27.08
O 11.64 -9.31 27.48
H 12.72 -11.35 24.39
H 13.25 -10.39 25.84
H 12.76 -12.07 25.99
H 11.48 -9.07 24.25
H 10.26 -10.13 23.79
H 9.89 -8.94 25.01
H 10.20 -12.13 24.29
H 10.73 -12.94 25.78
H 8.30 -11.06 25.34
H 8.18 -12.73 25.51
H 9.14 -12.48 27.94
H 7.74 -11.48 27.47
H 7.79 -9.21 28.00
H 8.43 -9.06 26.37
H 9.17 -8.22 27.73
H 8.78 -10.65 29.69
H 10.12 -9.49 29.67
H 10.49 -11.23 29.49
H 11.48 -8.55 26.90
```

---

2 unconnected molecules or ions with the total composition C4H12N3O in a non-equilibrium geometry. Source: OMol25; level of theory: ωB97M-V with the def2-TZVPD basis set.

Properties
charge = +1
lowest unoccupied orbital energy = -2.78 eV
orbital gap = 9.995 eV
E_HOMO = -12.77 eV

The geometry in XYZ format:
```
20
C4H12N3O (ωB97M-V with the def2-TZVPD basis set)
C -2.80 -0.51 -0.40
C 2.08 1.25 0.00
C -4.11 0.19 -0.15
C 3.16 -0.79 -0.41
N 1.96 -0.08 -0.11
N 1.09 2.01 0.45
N 0.89 -0.82 0.36
O -1.68 -0.15 -0.04
H -2.88 -1.40 -1.00
H 2.98 1.73 -0.37
H -4.08 1.07 -0.69
H -4.13 0.40 0.86
H -4.87 -0.51 -0.36
H 3.58 -1.32 0.46
H 3.11 -1.31 -1.31
H 3.99 -0.12 -0.66
H 1.26 3.05 0.62
H 0.18 1.62 0.43
H 1.12 -1.80 0.22
H -0.11 -0.45 0.16
```

---

C8H8N2S in the gas phase in a non-equilibrium geometry. Source: OMol25; level of theory: ωB97M-V with the def2-TZVPD basis set.

Properties
charge = 0
lowest unoccupied orbital energy = 0.50 eV
orbital gap = 8.791 eV
E_HOMO = -8.29 eV

The geometry in XYZ format:
```
19
C8H8N2S (ωB97M-V with the def2-TZVPD basis set)
C 3.84 0.95 0.20
N 3.30 -0.51 0.06
C 1.96 -0.39 -0.02
C 1.05 -1.32 0.59
C -0.29 -1.31 0.39
C -0.87 -0.24 -0.48
S -2.64 -0.46 -0.74
C -2.97 0.45 0.66
N -3.13 1.37 1.46
C -0.10 0.85 -0.87
C 1.25 0.85 -0.40
H 4.91 0.99 0.37
H 3.78 1.43 -0.89
H 3.15 1.59 0.90
H 3.83 -1.35 0.67
H 1.42 -2.01 1.27
H -1.03 -2.03 0.72
H -0.15 1.80 -1.50
H 1.73 1.82 -0.79
```

---

2 unconnected molecules or ions with the total composition C3H3N3 in a non-equilibrium geometry. Source: OMol25; level of theory: ωB97M-V with the def2-TZVPD basis set.

Properties
charge = 0
lowest unoccupied orbital energy = 0.00 eV
orbital gap = 11.247 eV
E_HOMO = -11.24 eV

The geometry in XYZ format:
```
9
C3H3N3 (ωB97M-V with the def2-TZVPD basis set)
H 0.02 -1.54 2.27
N 0.63 -1.50 1.44
C 0.15 -0.87 0.50
C 0.85 -0.71 -0.79
N 1.31 -0.63 -1.84
H -0.84 -0.18 0.42
C -0.30 1.86 -2.02
N -1.29 1.71 -1.48
H 0.66 1.88 -2.42
```

---

A molecular structure, C8H11NPSSn in a non-equilibrium geometry. Source: OMol25; level of theory: ωB97M-V with the def2-TZVPD basis set.

Properties
charge = -1
lowest unoccupied orbital energy (spin up / spin down) = 3.19 / 3.20 eV
orbital gap (spin up / spin down) = 4.120 / 3.558 eV
E_HOMO (spin up / spin down) = -0.92 / -0.36 eV

The geometry in XYZ format:
```
23
C8H11NPSSn (ωB97M-V with the def2-TZVPD basis set)
C 0.47 -0.02 -2.36
C -0.81 -0.67 -2.18
C -0.61 -1.86 -1.40
C 0.80 -1.97 -1.08
C 1.46 -0.79 -1.62
Sn -0.01 -0.04 0.04
P -0.59 2.44 0.39
H 0.65 0.94 -2.86
H -1.75 -0.37 -2.65
H -1.36 -2.62 -1.19
H 2.52 -0.61 -1.60
H 1.27 -2.76 -0.47
H -1.56 2.45 1.46
H -1.11 3.03 -0.82
H 0.62 3.09 0.86
S -1.31 -0.02 4.46
C 0.48 -0.15 4.30
C 0.90 -0.16 2.99
N -0.24 -0.23 2.16
C -1.44 0.00 2.77
H 1.17 -0.21 5.12
H 1.91 -0.20 2.52
H -2.37 0.10 2.20
```

---

3 unconnected molecules or ions with the total composition C10H16BF4NO15S3 in a non-equilibrium geometry. Source: OMol25; level of theory: ωB97M-V with the def2-TZVPD basis set.

Properties
charge = 0
lowest unoccupied orbital energy = -2.40 eV
orbital gap = 5.495 eV
E_HOMO = -7.89 eV

The geometry in XYZ format:
```
50
C10H16BF4NO15S3 (ωB97M-V with the def2-TZVPD basis set)
O 0.12 4.22 -0.58
C -0.13 4.29 0.69
F -1.52 4.10 1.11
N 0.90 4.55 1.75
C 2.25 4.76 1.05
O 3.04 3.77 0.73
B 2.62 6.35 0.74
C 3.31 6.61 -0.76
O 2.42 5.96 -1.73
C 2.12 6.81 -2.86
F 3.40 7.26 -3.43
F 1.21 7.90 -2.52
F 1.38 5.96 -3.82
H 0.68 5.46 2.21
H 2.39 7.24 1.48
H 3.41 7.76 -0.87
H 4.35 6.09 -0.85
C -0.38 1.15 -1.89
C 0.95 1.17 -2.64
O 1.12 -0.16 -3.12
S -0.34 -0.79 -3.45
O -0.59 -0.65 -4.86
O -0.45 -2.06 -2.77
O -1.23 0.31 -2.66
H -0.26 0.71 -0.89
H -0.81 2.15 -1.79
H 1.78 1.46 -1.99
H 0.91 1.85 -3.50
C -1.34 -5.18 -1.76
C -1.50 -4.14 -0.67
O -2.71 -4.49 0.00
S -2.89 -6.11 -0.04
O -2.41 -6.64 1.21
O -4.19 -6.41 -0.57
O -1.77 -6.41 -1.18
H -1.98 -4.96 -2.62
H -0.30 -5.27 -2.10
H -1.57 -3.12 -1.07
H -0.69 -4.19 0.06
C -1.47 -3.62 4.99
C -0.14 -3.60 4.24
O 0.03 -4.92 3.74
S -1.43 -5.55 3.40
O -1.68 -5.39 1.99
O -1.55 -6.82 4.07
O -2.33 -4.45 4.21
H -1.36 -4.08 5.97
H -1.90 -2.62 5.09
H 0.70 -3.33 4.89
H -0.17 -2.92 3.39
```

---

A molecular structure, C12H16Br12O4 in a non-equilibrium geometry. Source: OMol25; level of theory: ωB97M-V with the def2-TZVPD basis set.

Properties
charge = -1
⟨S²⟩ = 0.75
lowest unoccupied orbital energy (spin up / spin down) = 1.16 / 1.25 eV
spin multiplicity = 2
orbital gap (spin up / spin down) = 2.521 / 7.160 eV
E_HOMO (spin up / spin down) = -1.36 / -5.91 eV

The geometry in XYZ format:
```
44
C12H16Br12O4 (ωB97M-V with the def2-TZVPD basis set)
O 5.81 3.31 1.65
C 5.56 2.10 1.25
O 5.62 1.09 1.99
C 5.44 -0.21 1.39
C 5.26 0.17 -0.01
C 5.08 1.67 -0.03
H 4.48 -0.54 1.78
H 6.34 -0.79 1.64
H 4.41 -0.39 -0.42
H 6.19 -0.08 -0.51
H 4.04 1.97 -0.18
H 5.49 2.06 -0.96
O -3.75 1.70 -0.27
C -4.25 0.89 0.57
O -5.41 1.06 1.19
C -5.96 -0.09 1.96
C -4.82 -1.07 1.88
C -3.75 -0.51 0.96
H -6.89 -0.57 1.66
H -6.04 0.18 3.01
H -5.17 -2.01 1.47
H -4.39 -1.36 2.84
H -3.36 -1.14 0.16
H -2.85 -0.22 1.52
C 1.65 -0.17 3.19
Br 1.91 1.41 2.21
Br 1.75 -1.97 2.24
Br -0.11 -0.18 4.06
H 2.39 -0.08 3.99
C -3.34 1.34 -3.45
Br -2.49 0.41 -4.97
Br -5.37 1.18 -3.38
Br -2.89 3.28 -3.32
H -3.03 0.86 -2.52
C 1.02 0.57 -1.26
Br 2.26 -0.38 -2.41
Br -0.78 -0.15 -0.93
Br 0.89 2.39 -1.99
H 1.60 0.70 -0.35
C -0.46 -3.13 -3.09
Br -0.33 -3.67 -5.00
Br 0.96 -4.10 -2.01
Br -2.38 -3.46 -2.60
H -0.32 -2.06 -2.93
```